DFT (ωB97M-V/def2-TZVPD) results for a 6-piece molecular cluster, C2H18NO5 overall at a distorted geometry.

Cartesian coordinates (Å):
C -0.4909 -3.1903 -0.5158
N 0.6434 -2.1980 -0.5631
C 1.8606 -2.4979 -1.3450
H -1.3772 -2.5818 -0.3958
H -0.5512 -3.7276 -1.4701
H -0.4281 -3.8023 0.3905
H 0.8021 -1.9149 0.4025
H 0.1942 -1.3568 -0.9970
H 1.6179 -2.9218 -2.3226
H 2.4874 -3.2564 -0.8834
H 2.3451 -1.5129 -1.4107
H -0.0095 4.0828 0.4070
H 1.5339 4.1252 0.6368
O 0.7613 3.5406 0.6406
H -1.6649 0.4151 -0.0858
H -2.4742 -0.7187 -0.9249
O -1.6730 -0.2258 -0.8436
H 0.2811 3.8096 2.8674
H -0.6393 3.5376 4.0761
O -0.4820 3.3089 3.1446
H 0.8475 1.1511 -1.2524
H 0.1825 0.5849 -2.4695
O 0.7014 0.3129 -1.7168
H -2.2232 1.4424 1.7397
H -0.8799 2.1960 1.5827
O -1.3649 1.3981 1.3086

Output
E_LUMO, eV: -2.50
Orbital gap, eV: 11.82
Energy relative to the best compared isomer or geometry (same formula, charge and spin), kcal/mol: 18.5
DFT total energy, eV: -14087.9164
Charge: +1
HOMO level, Eh: -0.526



DFT (ωB97M-V/def2-TZVPD) results for C2H19HfO10 as an isolated structure at a distorted geometry.

Cartesian coordinates (Å):
Hf 5.5837 8.0094 5.8663
C 5.0019 11.7857 6.9923
C 5.3717 10.4338 6.5268
O 5.0276 9.9266 5.4177
O 5.9062 9.6363 7.3277
H 5.8390 12.0109 7.6457
H 4.1492 11.8058 7.6169
H 4.8580 12.4751 6.1076
O 7.7217 8.9238 5.6714
H 8.1349 9.1634 4.7793
H 8.2499 9.4331 6.3216
O 6.4727 7.4051 7.8588
H 6.7865 6.5118 8.0448
H 6.2055 7.8485 8.6584
O 6.4741 7.5652 3.8404
H 6.1094 7.6804 2.9478
H 7.2437 6.9929 3.6982
O 3.7756 8.0242 4.4405
H 3.4993 7.7294 3.5909
H 3.3222 8.8376 4.6760
O 3.5867 8.0348 7.1239
H 3.4429 7.2771 7.6325
H 2.9026 8.6577 7.3777
O 4.7299 5.8859 5.8666
H 3.8010 5.6713 6.0593
H 5.1974 5.0607 5.7327
O 5.8235 3.7360 5.4003
H 5.4739 3.0395 5.9769
H 5.6991 3.3927 4.5062
O 7.7040 6.0407 5.9856
H 8.4157 6.0514 6.6132
H 7.5536 5.1279 5.6884

Output
E_LUMO, eV: -10.44
Orbital gap, eV: 11.62
DFT total energy, eV: -24142.2613
Charge: +3
HOMO level, Eh: -0.811



DFT (ωB97M-V/def2-TZVPD) results for a 8-piece molecular cluster, C2H19NO7 overall at a distorted geometry.

Cartesian coordinates (Å):
C 2.7986 0.9563 1.9073
C 1.6790 0.2042 1.8881
N 1.0812 -0.2352 0.7179
H 3.2868 1.1220 0.9396
H 3.0763 1.3135 2.8733
H 1.2240 0.0076 2.8524
H 1.5807 -0.7756 0.0311
H 0.1404 -0.5907 0.7224
O 0.7684 3.1054 0.3781
H 1.1074 2.5909 1.1365
H 1.2873 3.9120 0.3615
O 0.3853 2.4824 -2.2064
H 0.1360 3.3529 -1.8684
H 1.0939 2.2380 -1.5885
O -1.8097 1.0064 -2.2016
H -1.0335 1.6344 -2.2221
H -1.3673 0.1695 -2.3988
O -1.5385 0.7718 0.4109
H -1.6785 0.8198 -0.5856
H -1.9499 1.5498 0.7917
O -0.0549 -4.0948 0.2265
H -0.8808 -4.5594 0.0272
H -0.4329 -3.2306 0.4826
O -1.7121 -1.2116 1.8926
H -2.1622 -1.2235 2.7336
H -1.9554 -0.4150 1.3155
O -0.4860 -2.7892 -2.1230
H -0.1543 -3.1569 -2.9615
H -0.2723 -3.4244 -1.4073

Output
E_LUMO, eV: 0.43
Orbital gap, eV: 8.69
Energy relative to the best compared isomer or geometry (same formula, charge and spin), kcal/mol: 7.2
SMILES: C=CN.O.O.O.O.O.O.O
DFT total energy, eV: -18204.4779
HOMO level, Eh: -0.303



DFT (ωB97M-V/def2-TZVPD) results for C2H19O8 as an isolated structure at a distorted geometry.

Cartesian coordinates (Å):
C 0.7358 -0.9919 1.3701
O -0.0855 -0.6916 0.2532
C 2.2178 -1.0026 1.0180
H 0.4047 -2.0405 1.5165
H 0.5399 -0.2450 2.1738
H 2.7851 -1.5315 1.7594
H 2.5172 0.0480 0.9266
H 2.3719 -1.5603 0.0921
H -0.5124 -0.6919 -2.2406
H -0.9852 -2.0788 -1.7460
O -1.1740 -1.3817 -2.3788
H 0.3885 0.1431 -0.3909
H 0.2436 1.8598 -1.2292
O 0.8187 1.1008 -1.1237
H -2.6416 -0.5623 -0.6841
H -3.2562 0.4261 0.1868
O -3.4798 -0.4488 -0.2095
H 2.9682 0.7358 -2.9815
H 2.2663 1.3965 -1.8244
O 3.0543 1.5206 -2.4248
H -2.6677 -2.0706 2.4631
H -1.8004 -2.3323 1.3030
O -2.0203 -2.7329 2.1647
H 2.7368 2.4905 1.1159
H 1.2920 2.1959 0.6497
O 1.8303 2.7988 1.1840
H -1.5731 2.0478 -0.2053
H -1.0341 0.7907 0.6020
O -1.7080 1.5068 0.5711

Output
E_LUMO, eV: 3.33
Orbital gap, eV: 9.39
Energy relative to the best compared isomer or geometry (same formula, charge and spin), kcal/mol: 4.2
DFT total energy, eV: -18764.3695
Charge: -1
HOMO level, Eh: -0.222



DFT (ωB97M-V/def2-TZVPD) results for C2H20B3N4NiO2 as an isolated structure at a distorted geometry.

Cartesian coordinates (Å):
Ni 0.2434 -0.1461 0.5834
B -0.4763 -1.3683 -1.2075
H -1.3361 -2.0394 -1.7156
H -1.0499 -0.3797 -0.8427
H -0.0379 -1.9954 -0.2690
H 0.4344 -1.1350 -1.9352
B 2.0498 -0.9801 1.7331
H 2.6616 -0.9715 2.7623
H 2.5728 -1.8232 1.0464
H 0.9313 -1.4121 1.9560
H 1.9985 0.0514 1.1425
B 0.1128 2.1192 1.1512
H 1.2629 2.4601 1.1009
H -0.1689 1.7639 0.0149
H 0.0226 1.1766 1.8834
H -0.5459 3.0719 1.4613
C -2.3918 -1.4256 1.7789
O -1.4356 -0.6617 1.7551
N -2.9276 -1.9979 0.6771
N -3.0364 -1.6630 2.9594
H -2.4139 -2.0046 -0.1972
H -3.7381 -2.5838 0.7691
H -2.7733 -1.0981 3.7443
H -3.9335 -2.1139 2.9526
C 1.9098 1.6270 -2.4967
O 2.2065 1.1176 -1.4415
N 2.5739 2.7284 -2.9869
N 0.8896 1.1960 -3.3278
H 2.3557 3.1179 -3.8857
H 3.3252 3.1353 -2.4654
H 0.2699 1.8637 -3.7528
H 0.4442 0.3702 -2.9480

Output
2S+1: 3
E_LUMO (alpha / beta), eV: 2.76 / 2.75
Orbital gap (alpha / beta), eV: 8.39 / 8.34
Energy relative to the best compared isomer or geometry (same formula, charge and spin), kcal/mol: 0.0
DFT total energy, eV: -55525.9274
Charge: -1
HOMO level (alpha / beta), Eh: -0.207 / -0.205
⟨S²⟩: 2.005



DFT (ωB97M-V/def2-TZVPD) results for C2H20BeO8 as an isolated structure at a distorted geometry.

Cartesian coordinates (Å):
Be 2.5832 21.3235 -18.5772
C -0.1878 22.9073 -20.6738
C 1.3147 22.9670 -20.6762
O 1.8211 22.8018 -19.3764
H -0.6725 22.0489 -20.2087
H -0.3183 22.7887 -21.7494
H -0.8257 23.7879 -20.5982
H 1.7094 23.8216 -21.2257
H 1.7100 22.1551 -21.2866
H 1.5530 23.5428 -18.8282
O 3.2570 21.7766 -20.3435
H 3.3236 22.6709 -20.6784
H 3.3118 21.2238 -21.1230
O 1.5483 20.2600 -19.7192
H 1.7952 19.6425 -20.4077
H 0.6046 20.1387 -19.6151
O 2.7295 20.4194 -16.9836
H 2.7217 20.8047 -16.1074
H 2.3673 19.5416 -16.8631
O 0.6282 21.4226 -18.0474
H -0.0138 21.1806 -18.7149
H 0.1200 21.8887 -17.3835
O 3.6103 19.8144 -19.0193
H 4.4278 19.6763 -18.5408
H 3.6871 19.2551 -19.7922
O 2.1842 22.6785 -17.2421
H 1.4280 23.2585 -17.1525
H 2.8097 22.9976 -16.5916
O 4.1119 22.2174 -18.1115
H 4.2960 22.1592 -17.1740
H 4.9142 22.5750 -18.4919

Output
E_LUMO, eV: -6.73
Orbital gap, eV: 10.77
Energy relative to the best compared isomer or geometry (same formula, charge and spin), kcal/mol: 54.2
DFT total energy, eV: -19161.6139
Charge: +2
HOMO level, Eh: -0.643



| no. | molecular weight (g/mol) |
| --- | --- |
| 1 | 136.17 |
| 2 | 381.65 |
| 3 | 169.17 |
| 4 | 171.17 |
| 5 | 223.34 |
| 6 | 181.19 |